No. 1
2 unconnected molecules or ions with the total composition C5H7NO, computed with ωB97M-V with the def2-TZVPD basis set.

Structure (XYZ):
```
14
Properties=species:S:1:pos:R:3:forces:R:3
C -2.694923 1.665690 -1.804215 0.663 1.528 -0.844
C -1.205753 0.393918 1.077839 -2.536 -0.262 2.925
C -0.470128 0.653517 -0.151693 -0.308 -0.188 -2.178
C -1.712303 -0.172244 -0.211849 0.343 2.053 -0.828
C 0.846784 0.223620 -0.720293 0.051 1.318 -1.269
N -2.139766 2.615723 -2.208873 -0.253 -0.524 0.364
O -3.247118 0.646997 -1.372891 1.479 -1.608 2.056
H -0.961638 -0.406616 1.830351 0.007 0.866 -0.827
H -1.762539 1.281092 1.605176 1.096 -1.734 -1.302
H -0.677169 1.653827 -0.529668 -0.245 0.336 0.025
H -1.877934 -1.107863 -0.703393 -0.172 -0.353 0.383
H 0.809679 0.147674 -1.798760 -0.604 0.488 -0.506
H 1.317539 -0.665116 -0.544641 0.370 -2.940 1.583
H 1.660570 0.900768 -0.558198 0.108 1.020 0.417
```
Forces are in eV/Å.

For the HOMO energy, the calculation gives -0.355 Ha. The energy above the lowest of the compared OMol25 structures with the same formula, charge and spin is 4.6521 eV. For the gap between HOMO and LUMO, the calculation gives 8.60 eV. The molar mass is 97.12 u. The calculation puts the maximum force at 0.075 hartree/bohr. The total energy comes out at -8831.5508 eV.


No. 2
A molecular structure, C23H39CrO2Si, computed with ωB97M-V with the def2-TZVPD basis set.

Structure (XYZ):
```
66
Properties=species:S:1:pos:R:3:forces:R:3
O -1.874054 3.215462 -1.733291 -0.570 -0.302 1.052
C -2.802847 4.089298 -1.047087 -0.181 -0.468 -0.552
C -4.013035 3.319459 -1.643664 0.280 0.746 0.400
H -2.757847 5.142438 -1.388220 0.289 -0.604 0.356
H -2.674805 4.016888 0.039208 -0.107 0.081 -0.089
C -2.949137 2.305772 -2.162507 0.353 0.131 0.370
H -4.536027 3.947695 -2.364790 -0.020 -0.279 -0.297
H -4.731322 2.982841 -0.880975 0.231 -0.280 -0.457
C -2.638436 2.061769 -3.628601 -0.565 -0.075 -0.438
H -2.503586 3.029815 -4.147181 -0.129 -0.518 0.181
H -3.431494 1.461064 -4.112073 0.279 0.273 0.073
H -1.691405 1.490332 -3.710777 -0.458 0.347 0.186
C -3.082359 0.994903 -1.378482 0.145 -0.238 0.001
H -3.105304 1.154673 -0.290711 -0.104 0.125 -0.436
H -2.263042 0.283181 -1.578681 -0.530 0.691 0.175
H -4.036554 0.503231 -1.657738 0.340 0.286 0.011
Cr 0.503798 -0.137518 0.086835 1.655 3.442 0.443
C -0.553149 -1.429270 1.698178 -0.951 0.604 1.243
C 0.329541 -0.594726 2.482947 -1.257 0.324 0.125
C -0.019466 0.782540 2.218760 -1.032 -1.177 0.670
H 1.060660 -0.953321 3.227434 -0.422 0.301 -0.668
C -1.113511 0.808543 1.288430 -0.385 -1.094 1.202
C -1.469447 -0.569323 0.985528 -0.182 0.382 1.755
H -2.361285 -0.886230 0.435633 0.681 0.068 0.037
H -0.617321 -2.531855 1.740046 0.204 0.850 -0.148
H 0.406430 1.664319 2.708117 -0.082 -0.530 -0.523
H -1.604353 1.707395 0.909950 0.355 -0.370 0.115
C 1.489537 -1.788174 -0.838749 0.178 -0.443 -1.624
C 0.102362 -1.946312 -1.148797 0.524 -0.387 -1.219
C -0.307383 -0.822889 -1.928311 0.803 -0.405 -1.201
H -0.524885 -2.813375 -0.919218 0.335 0.464 0.045
C 0.793736 0.090219 -2.043955 -0.402 -1.276 -1.014
C 1.930901 -0.533337 -1.422698 -0.404 -1.234 -0.231
H 2.939159 -0.136339 -1.372737 -0.304 0.021 0.100
H 2.072285 -2.506484 -0.268360 -0.021 0.313 -0.161
H -1.222211 -0.757077 -2.513805 0.225 -0.005 0.424
H 0.726418 1.063627 -2.549061 0.267 -0.566 0.391
O -1.499259 5.361347 -3.237249 0.123 2.318 -0.850
C -2.603622 6.121786 -3.821768 -0.002 -0.826 0.735
C -2.277929 7.619519 -3.828247 0.507 -0.241 0.063
H -3.476942 5.947521 -3.174958 0.024 0.011 -0.146
H -2.854571 5.697869 -4.806304 0.327 0.157 0.246
C -1.014896 7.741580 -2.940618 -0.095 -0.152 0.044
H -3.096333 8.201042 -3.397367 0.027 -0.088 -0.184
H -2.093108 7.977977 -4.840242 0.017 0.031 0.018
C -0.621288 6.303076 -2.552206 -0.219 -0.519 0.266
H -1.259593 8.305256 -2.034071 0.212 0.031 -0.209
H -0.178328 8.229735 -3.453601 -0.309 0.035 0.081
H -0.727886 6.173633 -1.449898 0.061 -0.147 -0.678
H 0.428637 6.088359 -2.818399 -0.532 -0.134 0.060
C 3.553898 -0.702048 1.477021 0.316 -0.321 0.252
Si 3.255272 1.158378 1.332075 -1.912 0.161 -1.263
C 3.161823 1.860754 3.060159 0.257 0.126 0.512
C 4.779285 1.848705 0.515454 0.579 0.115 0.122
C 1.717969 1.638738 0.274160 0.872 0.563 0.524
H 4.416324 -0.854459 2.142924 -0.020 -0.008 -0.040
H 3.808953 -1.168919 0.515923 -0.057 0.181 0.198
H 2.708611 -1.256290 1.907529 0.261 0.242 -0.226
H 4.020390 1.521193 3.651296 -0.003 0.049 0.040
H 3.199122 2.956257 3.024169 -0.054 -0.103 -0.002
H 2.257999 1.567967 3.600943 0.114 -0.007 -0.104
H 4.856073 1.530839 -0.527119 -0.054 0.047 0.012
H 4.724677 2.939262 0.550520 0.061 0.032 -0.127
H 5.691070 1.535747 1.032593 0.116 0.034 -0.026
H 2.054453 2.039647 -0.709925 0.003 -0.354 0.406
H 1.160621 2.488566 0.727926 0.344 -0.429 -0.023
```
Forces are in eV/Å.

For the HOMO energy (alpha / beta), the calculation gives -0.048 / -0.144 Ha. For the gap between HOMO and LUMO (alpha / beta), the calculation gives 3.85 / 6.47 eV. The molar mass is 427.64 u. The charge is -1. Its expectation value of S² is 6.036. The calculation puts the maximum force at 0.075 hartree/bohr. As for the spin multiplicity: 5. The total energy comes out at -64874.1942 eV.


No. 3
2 unconnected molecules or ions with the total composition C10H16OSi, computed with ωB97M-V with the def2-TZVPD basis set.

Structure (XYZ):
```
28
Properties=species:S:1:pos:R:3:forces:R:3
C 1.888364 2.849796 2.559995 0.016 -0.876 2.220
C 2.242510 2.751865 1.264400 0.268 0.724 -2.877
C 0.713313 2.301795 3.043045 -0.881 -0.017 -0.739
C 1.387598 2.152255 0.269622 0.286 0.666 1.933
C -0.072819 1.659808 2.130835 -1.232 -1.274 -0.081
C 0.249407 1.544329 0.762927 -0.670 -1.428 -0.020
C -0.662337 -2.048468 -1.976755 2.303 1.934 -3.700
C 1.373713 -1.585360 -0.424603 0.237 1.328 -0.550
C -2.603048 0.029843 0.018785 1.220 -1.008 2.346
C -0.122292 -1.462759 -0.736078 0.864 -1.258 2.800
O -0.745643 -2.126913 0.412410 -1.024 1.618 0.425
Si -0.689474 0.293105 -0.352252 -1.461 2.423 -2.243
H 2.607527 3.124183 3.307961 0.345 0.831 -0.010
H 3.166196 3.301710 1.043757 -0.269 -0.603 -0.550
H 0.289209 2.341849 4.032942 0.691 0.236 0.424
H 1.459633 2.150573 -0.804993 0.890 0.141 -0.148
H -0.954095 1.141089 2.554709 0.343 0.327 -0.628
H -0.592932 -1.171039 -2.766600 -0.902 -1.715 1.215
H -1.588196 -2.554034 -1.930327 -1.263 0.115 0.273
H 0.030509 -2.754615 -2.459909 0.070 -0.138 0.507
H 1.480131 -1.430359 0.633621 -0.014 0.322 0.580
H 1.937830 -0.770333 -0.896979 0.108 -0.321 -0.167
H 1.876088 -2.521406 -0.590277 -0.154 -0.673 -0.677
H -3.289037 0.383270 -0.707212 -0.477 0.297 -0.822
H -2.636350 -1.084526 0.143751 -0.192 0.886 -0.667
H -3.003563 0.323113 1.049106 0.877 0.247 -1.304
H -0.539674 -3.033855 0.469115 0.654 -1.701 -0.184
H -0.253036 1.163763 -2.347724 -0.636 -1.082 2.643
```
Forces are in eV/Å.

For the HOMO energy, the calculation gives -0.326 Ha. The energy above the lowest of the compared OMol25 structures with the same formula, charge and spin is 4.6664 eV. For the gap between HOMO and LUMO, the calculation gives 9.49 eV. The molar mass is 180.32 u. The calculation puts the maximum force at 0.093 hartree/bohr. The total energy comes out at -20551.4079 eV.


No. 4
C4H8O2 in the gas phase, computed with ωB97M-V with the def2-TZVPD basis set.

Structure (XYZ):
```
14
Properties=species:S:1:pos:R:3:forces:R:3
O -0.725673 -1.582748 1.299786 -0.034 -0.006 0.057
C 0.017119 -0.879233 0.339414 0.262 0.380 -0.148
C 0.203640 0.596148 0.738357 0.088 -0.032 -0.097
C 0.654741 1.122622 -0.600792 0.246 0.248 0.015
O -0.185551 0.485975 -1.559337 0.014 0.075 -0.213
C -0.680587 -0.734322 -1.013958 -0.081 -0.176 0.063
H -0.892325 -0.853457 1.892353 -0.695 -0.422 0.906
H 1.001704 -1.353577 0.216980 -0.153 0.073 0.005
H -0.756695 1.057844 1.034793 0.168 -0.314 -0.181
H 0.915764 0.764273 1.555675 -0.008 -0.169 -0.264
H 0.570527 2.202143 -0.723791 -0.007 -0.054 -0.042
H 1.703278 0.820589 -0.740557 -0.072 0.171 -0.214
H -0.480975 -1.561806 -1.706127 0.055 0.166 0.130
H -1.769095 -0.677261 -0.857987 0.216 0.059 -0.019
```
Forces are in eV/Å.

For the HOMO energy, the calculation gives -0.359 Ha. The energy above the lowest of the compared OMol25 structures with the same formula, charge and spin is 1.5076 eV. For the gap between HOMO and LUMO, the calculation gives 10.74 eV. The SMILES is O[C@@H]1CCOC1. The molar mass is 88.11 u. The calculation puts the maximum force at 0.024 hartree/bohr. The total energy comes out at -8371.7741 eV.